Entry 1:
Formula: C24H26BrCaN10O4Se4
Source: the OMol25 dataset
Level of theory: wB97M-V/def2-TZVPD

Frontier orbital gap, eV: 5.89
Net charge: -1
LUMO energy, Ha: 0.0721
Energy relative to the best compared isomer or geometry (same formula, charge and spin), kJ/mol: 9.30
F_max, eV/Å: 0.32
Multiplicity: 1
Electronic energy, Eh: -14636.2219

The geometry in XYZ format:
```
70
C24H26BrCaN10O4Se4 wB97M-V/def2-TZVPD
Ca 0.280 0.412 0.340
Br -5.609 0.525 4.729
C -4.048 1.346 5.434
C -2.866 0.626 5.504
C -1.736 1.222 6.041
C -1.790 2.535 6.506
C -2.994 3.227 6.453
C -4.124 2.646 5.902
N -0.712 3.164 7.210
N 0.470 3.105 6.820
C 0.826 2.567 5.560
C 1.897 1.695 5.549
C 2.242 0.950 4.427
C 1.526 1.073 3.223
O 1.757 0.381 2.184
C 0.498 2.116 3.188
N -0.071 2.346 1.973
C -0.896 3.358 1.840
C -1.234 4.207 2.908
C -0.715 3.958 4.145
C 0.173 2.874 4.329
H -2.823 -0.392 5.142
H -0.810 0.665 6.090
H -3.033 4.231 6.856
H -5.057 3.190 5.850
H 2.435 1.555 6.480
H 3.066 0.249 4.455
H -1.312 3.520 0.854
H -1.898 5.043 2.732
H -0.948 4.607 4.979
N -0.362 -1.500 1.922
N -1.695 -1.829 2.254
C -2.689 -1.032 1.774
N -3.933 -1.467 1.993
N -2.308 0.090 1.167
N -3.272 1.000 0.825
O -4.440 0.913 1.220
O -2.889 1.910 0.125
H 0.065 -2.350 1.534
H 0.135 -1.262 2.775
H -1.901 -2.817 2.199
H -4.060 -2.248 2.613
H -4.669 -0.783 1.882
Se 2.674 -0.602 -0.951
Se 1.640 -1.320 -2.919
Se 0.693 0.606 -3.845
Se -0.822 1.339 -2.211
C 4.112 -4.289 -2.012
C 3.016 -4.300 -0.993
C 3.284 -4.063 0.351
C 2.235 -3.914 1.234
N 0.950 -3.995 0.876
C 0.695 -4.257 -0.406
C 1.686 -4.434 -1.358
H 5.041 -4.693 -1.608
H 4.293 -3.251 -2.307
H 3.835 -4.851 -2.904
H 4.301 -3.932 0.696
H 2.427 -3.695 2.279
H -0.354 -4.281 -0.678
H 1.413 -4.615 -2.390
C -3.762 -1.185 -1.693
C -2.527 -2.037 -1.569
N -1.743 -2.082 -2.674
O -2.253 -2.653 -0.542
H -4.261 -1.359 -2.646
H -3.444 -0.138 -1.681
H -4.443 -1.388 -0.870
H -1.813 -1.280 -3.290
H -0.775 -2.340 -2.508
```


Entry 2:
Formula: C24H26CrN2O4
Source: the OMol25 dataset
Level of theory: wB97M-V/def2-TZVPD

Frontier orbital gap (spin up / spin down), eV: 7.99 / 7.82
Net charge: +1
LUMO energy (spin up / spin down), Ha: -0.1219 / -0.1326
F_max, eV/Å: 1.52
Multiplicity: 4
Electronic energy, Eh: -2384.8560

The geometry in XYZ format:
```
57
C24H26CrN2O4 wB97M-V/def2-TZVPD
Cr 0.338 0.601 0.020
C 1.025 -2.570 0.655
C -0.364 -2.259 1.169
O -0.381 -0.974 1.765
C -0.097 -0.939 3.163
C 0.588 0.379 3.454
O 1.641 0.423 2.513
C 2.432 1.597 2.488
C 3.359 1.362 1.317
O 2.568 0.954 0.189
C 3.216 0.029 -0.683
C 2.877 -1.380 -0.251
O 1.456 -1.456 -0.125
H 1.005 -3.476 0.043
H 1.721 -2.720 1.485
H -0.698 -3.028 1.867
H -1.062 -2.229 0.332
H 0.574 -1.761 3.424
H -1.025 -1.035 3.731
H 0.973 0.388 4.478
H -0.093 1.223 3.309
H 3.006 1.711 3.412
H 1.810 2.479 2.332
H 4.057 0.562 1.572
H 3.914 2.267 1.064
H 4.295 0.185 -0.688
H 2.830 0.216 -1.684
H 3.334 -1.602 0.718
H 3.237 -2.103 -0.987
C 1.716 2.547 -3.620
C 0.926 1.862 -4.537
C -0.042 0.981 -4.091
C -0.206 0.770 -2.721
C 0.630 1.404 -1.788
C 1.572 2.308 -2.261
C -1.324 0.028 -2.138
C -2.269 -0.689 -2.896
C -3.344 -1.257 -2.282
C -3.573 -1.016 -0.908
C -4.727 -1.475 -0.239
C -4.961 -1.118 1.059
C -4.075 -0.243 1.714
C -2.931 0.191 1.099
C -2.617 -0.243 -0.205
N -1.440 0.143 -0.808
H 2.443 3.268 -3.969
H 1.050 2.034 -5.598
H -0.681 0.488 -4.812
H 2.209 2.839 -1.562
H -2.124 -0.792 -3.961
H -4.063 -1.837 -2.848
H -5.440 -2.084 -0.782
H -5.850 -1.465 1.568
H -4.317 0.108 2.709
H -2.286 0.915 1.574
N -0.555 3.205 1.426
C -0.256 2.286 0.792
```


Entry 3:
Formula: C24H26CrN4S2Si
Source: the OMol25 dataset
Level of theory: wB97M-V/def2-TZVPD

Frontier orbital gap (spin up / spin down), eV: 2.04 / 5.15
Net charge: 0
LUMO energy (spin up / spin down), Ha: -0.0308 / -0.0284
F_max, eV/Å: 4.27
Multiplicity: 5
Electronic energy, Eh: -3279.1555

The geometry in XYZ format:
```
58
C24H26CrN4S2Si wB97M-V/def2-TZVPD
C 1.044 -0.572 0.553
C 1.257 -1.019 -0.803
C 1.868 0.042 -1.525
H 1.154 -2.052 -1.166
C 2.050 1.168 -0.635
C 1.661 0.730 0.699
H 1.761 1.271 1.634
H 0.662 -1.260 1.316
H 2.287 -0.032 -2.533
H 2.520 2.122 -0.883
Cr -0.144 1.020 -0.338
C -1.871 0.555 -0.893
H -1.583 0.610 -2.021
H -1.489 -0.039 0.001
H -2.928 0.417 -0.821
Si -2.780 -3.068 -1.496
C -3.942 -2.604 -0.109
C -3.933 -3.712 0.742
H -3.219 -4.509 0.575
C -4.813 -3.869 1.798
H -4.849 -4.799 2.349
C -5.692 -2.853 2.124
H -6.383 -2.967 2.951
C -5.673 -1.675 1.360
H -6.394 -0.898 1.607
C -4.756 -1.532 0.298
H -4.700 -0.569 -0.169
C -3.073 -2.427 -3.141
C -3.619 -3.708 -3.503
H -4.489 -4.164 -3.026
C -2.989 -4.458 -4.536
H -3.149 -5.533 -4.622
C -2.116 -3.783 -5.400
H -1.465 -4.347 -6.078
C -2.048 -2.382 -5.352
H -1.487 -1.845 -6.123
C -2.606 -1.689 -4.259
H -2.627 -0.612 -4.309
H -1.727 -2.160 -0.960
H -2.291 -4.406 -1.416
N -0.256 2.592 -3.221
C -0.346 3.349 -2.117
N -0.433 2.808 -0.898
C -0.849 3.658 0.115
C -1.197 4.871 -0.415
S -0.645 5.021 -2.047
C -1.154 3.012 1.340
C -2.040 3.439 2.302
S -2.691 2.124 3.216
C -1.790 1.015 2.206
N -0.962 1.625 1.344
N -2.127 -0.283 2.106
H -0.193 3.024 -4.125
H -0.082 1.565 -3.240
H -1.633 5.687 0.150
H -2.262 4.493 2.410
H -2.985 -0.595 2.549
H -1.754 -0.906 1.392
```


Entry 4:
Formula: C24H26FN3O4S
Source: the OMol25 dataset
Level of theory: wB97M-V/def2-TZVPD

Frontier orbital gap, eV: 9.09
SMILES: Cc1cc(S(=O)(=O)Nc2ccc(C(=O)NC[C@@H](c3ccco3)N3CCCC3)cc2)ccc1F
Net charge: 0
LUMO energy, Ha: 0.0178
Energy relative to the best compared isomer or geometry (same formula, charge and spin), kJ/mol: 152.81
F_max, eV/Å: 1.13
Multiplicity: 1
Electronic energy, Eh: -1893.4290

The geometry in XYZ format:
```
59
C24H26FN3O4S wB97M-V/def2-TZVPD
C -4.997 -3.390 1.450
C -5.226 -2.329 0.423
C -5.578 -1.030 0.768
C -5.755 -0.070 -0.206
S -6.097 1.622 0.269
O -6.375 1.677 1.668
O -7.013 2.223 -0.651
N -4.626 2.373 -0.056
C -3.415 1.816 0.332
C -2.286 1.929 -0.477
C -1.089 1.357 -0.092
C -0.997 0.650 1.103
C 0.262 0.014 1.591
O 0.471 -0.180 2.775
N 1.121 -0.388 0.623
C 2.464 -0.814 0.915
C 3.467 0.276 0.484
C 4.870 -0.149 0.795
C 5.919 0.550 1.319
C 7.010 -0.351 1.376
C 6.545 -1.529 0.884
O 5.252 -1.419 0.532
N 3.202 0.616 -0.916
C 3.666 1.926 -1.342
C 5.092 1.745 -1.892
C 5.123 0.280 -2.352
C 3.760 -0.295 -1.906
C -2.121 0.575 1.924
C -3.318 1.147 1.551
C -5.607 -0.358 -1.549
C -5.264 -1.645 -1.923
C -5.071 -2.597 -0.936
F -4.725 -3.843 -1.314
H -5.369 -4.350 1.099
H -3.928 -3.497 1.636
H -5.485 -3.130 2.384
H -5.730 -0.758 1.800
H -4.631 2.847 -0.945
H -2.351 2.477 -1.406
H -0.224 1.492 -0.725
H 0.969 -0.110 -0.334
H 2.675 -1.749 0.390
H 2.533 -0.981 1.992
H 3.253 1.178 1.068
H 5.913 1.574 1.633
H 7.998 -0.145 1.733
H 7.012 -2.482 0.739
H 3.610 2.648 -0.528
H 3.000 2.258 -2.146
H 5.294 2.439 -2.705
H 5.824 1.917 -1.104
H 5.944 -0.259 -1.882
H 5.242 0.196 -3.431
H 3.845 -1.304 -1.509
H 3.070 -0.315 -2.756
H -2.027 0.061 2.869
H -4.180 1.111 2.195
H -5.777 0.415 -2.281
H -5.143 -1.922 -2.958
```


Number 1: M 954.36 g/mol. Number 2: M 458.48 g/mol. Number 3: M 514.72 g/mol. Number 4: M 471.55 g/mol.